Molecular formula: C32H64O24
Method: DFT, ωB97M-V/def2-TZVPD

```
120
Properties=species:S:1:pos:R:3:forces:R:3:lowdin_charge:R:1
C 3.727 -10.537 -5.704 0.5 -0.6 -0.7 -0.071
C 3.711 -9.834 -4.407 -0.8 1.3 1.2 -0.220
O 4.649 -8.749 -4.493 1.5 -0.9 0.0 0.035
C 4.621 -7.750 -3.632 -2.4 0.7 0.8 -0.613
O 3.750 -7.516 -2.805 0.9 -0.6 -0.5 0.107
O 5.597 -6.931 -3.926 0.8 -0.2 -1.3 0.006
C 5.645 -5.661 -3.325 0.8 0.1 1.2 -0.045
H 4.483 -11.320 -5.658 0.0 -0.1 -0.1 0.078
H 4.083 -9.861 -6.481 -0.6 0.0 -0.3 0.088
H 2.770 -11.025 -5.890 0.0 0.2 -0.3 0.086
H 3.923 -10.585 -3.646 0.4 0.6 0.5 0.129
H 2.811 -9.288 -4.125 -0.6 -0.7 -0.2 0.124
H 6.554 -5.211 -3.726 -0.3 0.2 -0.1 0.097
H 5.813 -5.842 -2.264 -0.1 0.4 0.2 0.097
H 4.766 -5.028 -3.441 -0.1 -0.3 -0.3 0.102
C 3.913 -0.299 7.201 0.0 -0.1 -0.7 -0.065
C 3.086 -1.543 6.796 0.2 1.3 0.9 -0.191
O 3.824 -2.331 5.860 0.8 0.5 -1.0 0.045
C 3.817 -3.640 5.928 0.2 -1.7 -0.1 -0.562
O 3.315 -4.262 6.828 0.0 -0.4 0.0 0.112
O 4.462 -4.233 4.854 -1.5 4.2 2.5 -0.045
C 4.618 -5.622 4.821 1.3 0.6 -0.3 -0.057
H 4.122 0.291 6.309 0.2 0.0 0.0 0.072
H 4.853 -0.521 7.705 0.0 -0.3 -0.2 0.076
H 3.376 0.374 7.870 -0.4 -0.3 0.0 0.073
H 2.197 -1.203 6.264 -0.1 -0.2 0.2 0.125
H 2.824 -2.044 7.728 -0.1 -0.6 -0.5 0.120
H 5.702 -5.671 4.918 0.2 -0.9 -0.5 0.094
H 4.265 -5.677 3.791 0.0 -2.1 0.2 0.108
H 4.239 -6.175 5.681 -0.9 0.1 -0.5 0.096
C -1.035 -1.583 1.734 -1.1 0.7 -0.8 -0.062
C 0.025 -1.185 0.714 0.3 -1.3 0.4 -0.227
O 0.765 -0.065 1.159 -0.2 1.0 -0.2 0.011
C 0.222 1.171 1.089 -2.0 -1.1 -1.5 -0.533
O -0.803 1.443 0.430 3.0 0.0 2.2 0.096
O 1.019 1.897 1.866 0.9 -0.4 -0.7 0.007
C 0.724 3.235 2.095 -2.2 1.2 0.5 -0.061
H -0.886 -1.203 2.744 0.4 -0.4 0.0 0.083
H -1.330 -2.631 1.698 0.5 -0.1 0.2 0.077
H -1.913 -1.062 1.353 -0.4 0.1 0.4 0.070
H -0.462 -1.084 -0.256 0.3 0.5 -0.1 0.123
H 0.812 -1.933 0.623 -0.1 -0.1 -0.1 0.120
H 1.302 3.663 2.915 0.4 -0.5 -0.2 0.098
H -0.315 3.199 2.420 -0.2 0.7 0.2 0.096
H 0.734 3.908 1.238 0.4 -0.4 -0.3 0.101
C 2.748 11.428 4.531 -0.2 -0.9 -0.5 -0.065
C 4.060 11.447 3.771 0.6 1.7 0.4 -0.255
O 3.860 10.878 2.501 0.4 -1.5 -1.7 0.012
C 4.788 10.783 1.488 -1.6 0.8 -1.7 -0.511
O 4.485 10.263 0.414 1.2 0.9 2.7 0.105
O 5.889 11.508 1.764 -0.6 0.5 0.7 -0.034
C 6.905 11.816 0.785 0.3 -2.3 0.4 -0.012
H 1.869 11.816 4.015 0.3 0.1 -0.5 0.079
H 2.757 11.955 5.485 0.5 -0.3 0.1 0.080
H 2.606 10.351 4.620 -0.7 0.0 0.7 0.079
H 4.797 10.888 4.348 0.2 0.0 -0.1 0.125
H 4.422 12.464 3.621 0.2 0.1 0.2 0.119
H 7.799 11.428 1.274 0.3 0.4 -0.1 0.090
H 7.058 12.866 0.538 -0.8 -0.1 0.1 0.097
H 6.736 11.127 -0.043 -0.1 0.6 -0.5 0.092
C -1.678 -10.340 2.849 0.9 -0.6 0.0 -0.050
C -0.503 -11.129 2.150 -1.2 2.2 1.0 -0.238
O -0.904 -12.369 1.723 -1.9 -3.1 -2.5 0.002
C -1.539 -12.591 0.514 1.2 1.1 -1.7 -0.478
O -1.754 -11.749 -0.364 0.3 -1.6 2.4 0.096
O -1.707 -13.933 0.327 -0.1 1.6 1.7 -0.024
C -2.027 -14.385 -0.980 0.1 -0.2 -0.2 -0.049
H -1.293 -9.354 3.108 -0.1 0.0 0.3 0.070
H -1.961 -10.914 3.731 0.2 0.2 0.3 0.068
H -2.627 -10.196 2.333 0.4 -0.2 -0.8 0.071
H 0.228 -11.400 2.911 0.1 0.5 0.0 0.124
H -0.039 -10.508 1.384 0.0 -0.2 -0.3 0.122
H -2.666 -13.703 -1.540 0.3 0.1 0.1 0.094
H -2.553 -15.333 -0.867 0.1 0.1 0.1 0.093
H -1.058 -14.561 -1.446 -0.3 0.0 -0.5 0.100
C -4.907 1.062 6.828 -1.5 0.9 0.8 -0.046
C -6.385 1.624 6.945 1.8 -0.2 -0.6 -0.188
O -7.129 1.208 5.811 -1.4 -0.5 -0.8 0.002
C -7.317 1.935 4.699 1.6 -0.3 -0.4 -0.510
O -6.783 3.012 4.481 -1.5 -1.5 -0.1 0.111
O -8.050 1.116 3.836 1.4 1.1 1.3 -0.018
C -8.302 1.630 2.543 -1.2 0.9 -0.6 -0.072
H -4.397 1.370 5.915 -0.3 -0.2 -0.1 0.074
H -4.956 -0.016 6.981 0.2 0.0 -0.4 0.071
H -4.366 1.503 7.665 0.2 -0.1 0.1 0.067
H -6.401 2.709 7.048 0.0 0.0 -0.1 0.118
H -6.853 1.137 7.800 -0.1 0.2 -0.1 0.118
H -7.660 1.336 1.712 0.8 -0.2 0.6 0.093
H -8.356 2.718 2.585 0.1 0.0 -0.1 0.091
H -9.284 1.264 2.244 -0.1 0.0 0.3 0.089
C -2.087 9.042 -2.205 0.1 0.8 -1.3 -0.046
C -1.965 9.449 -3.743 -0.7 -1.1 0.9 -0.169
O -0.574 9.519 -4.112 -2.1 0.4 1.8 0.023
C -0.220 9.468 -5.368 2.1 -2.1 1.2 -0.591
O -0.868 9.620 -6.355 0.3 0.3 -0.4 0.157
O 1.078 8.972 -5.167 0.9 1.4 -2.2 -0.042
C 1.901 8.932 -6.396 -1.9 -1.0 -0.2 -0.027
H -1.917 7.999 -1.937 0.5 -0.2 -0.8 0.067
H -3.124 9.164 -1.892 0.1 0.7 0.1 0.066
H -1.372 9.627 -1.626 -0.4 0.2 0.1 0.070
H -2.507 10.334 -4.075 0.3 0.6 0.8 0.118
H -2.523 8.696 -4.300 0.6 -0.5 -0.4 0.115
H 1.646 9.795 -7.012 0.2 -0.2 -0.1 0.088
H 1.533 8.004 -6.834 0.1 0.2 -0.8 0.087
H 2.978 8.774 -6.351 -0.1 0.5 1.3 0.085
C -6.510 -0.117 -7.835 1.1 0.1 -0.3 -0.053
C -5.479 0.063 -8.993 -0.9 -1.1 0.1 -0.199
O -4.425 0.975 -8.718 -0.1 0.7 0.1 0.028
C -3.562 0.763 -7.725 0.2 0.3 0.0 -0.589
O -3.473 -0.208 -7.025 0.0 -0.1 0.0 0.134
O -2.805 1.871 -7.657 0.0 -0.1 -0.8 -0.004
C -1.801 1.988 -6.668 -0.2 -0.4 1.2 -0.050
H -7.393 -0.713 -8.069 0.2 0.0 -0.6 0.072
H -6.865 0.846 -7.467 0.2 0.0 0.1 0.077
H -5.970 -0.668 -7.065 -0.2 0.3 0.3 0.065
H -5.932 0.404 -9.923 0.0 0.4 0.2 0.118
H -5.037 -0.900 -9.248 0.0 -0.2 0.2 0.119
H -2.134 1.472 -5.767 -0.1 0.2 0.2 0.091
H -1.685 3.056 -6.482 0.0 -0.2 0.0 0.096
H -0.833 1.532 -6.877 -0.1 0.0 -0.8 0.094
```
Forces are in eV/Å.

- strongest force on any atom (eV Å⁻¹) = 5.1
- DFT total energy (eV) = -83357.9208
- SMILES = CCOC(=O)OC.CCOC(=O)OC.CCOC(=O)OC.CCOC(=O)OC.CCOC(=O)OC.CCOC(=O)OC.CCOC(=O)OC.CCOC(=O)OC